{"formula": "C42H32F6N7O4PdSe", "method": "wB97M-V/def2-TZVPD", "elements": ["Pd", "C", "O", "C", "C", "C", "C", "C", "C", "C", "N", "C", "C", "N", "C", "C", "C", "C", "N", "C", "C", "N", "C", "C", "C", "C", "H", "H", "H", "H", "H", "H", "H", "H", "H", "H", "H", "H", "H", "H", "C", "C", "N", "C", "C", "C", "O", "O", "C", "O", "C", "C", "C", "F", "C", "C", "C", "N", "C", "C", "N", "C", "C", "H", "H", "H", "H", "H", "H", "H", "H", "H", "H", "H", "H", "H", "H", "H", "H", "H", "H", "F", "C", "C", "F", "C", "F", "C", "Se", "C", "F", "C", "F"], "positions_angstrom": [[-0.40680, 0.21930, 0.03004], [10.45633, 8.36785, -0.78516], [9.09003, 8.74439, -0.72015], [8.16610, 7.75972, -0.65714], [6.83282, 8.17611, -0.64051], [5.81894, 7.24947, -0.57546], [6.10476, 5.88192, -0.52342], [7.43142, 5.47889, -0.54217], [8.46686, 6.40274, -0.60869], [4.99210, 4.92849, -0.46747], [3.72026, 5.25546, -0.44936], [3.04342, 4.06443, -0.43417], [3.91151, 3.00228, -0.43770], [5.16519, 3.56915, -0.45411], [3.49043, 1.63488, -0.38977], [4.32841, 0.51914, -0.25977], [3.77614, -0.73259, -0.17311], [2.38664, -0.87103, -0.21902], [1.58029, 0.16740, -0.34647], [2.10702, 1.41831, -0.42946], [1.17709, 2.53286, -0.51929], [-0.12942, 2.21733, -0.65863], [-1.02806, 3.18157, -0.66762], [-0.66943, 4.52857, -0.53256], [0.65725, 4.86751, -0.43693], [1.62290, 3.85183, -0.45801], [11.01884, 9.29299, -0.86090], [10.65355, 7.75047, -1.66437], [10.76098, 7.83142, 0.11646], [6.62230, 9.23607, -0.68517], [4.78497, 7.56591, -0.56769], [7.69702, 4.42862, -0.50456], [9.48858, 6.05486, -0.62405], [6.04462, 3.08774, -0.50132], [5.40356, 0.64413, -0.22074], [4.39300, -1.61319, -0.06464], [1.91004, -1.84017, -0.16593], [-2.05671, 2.86908, -0.80044], [-1.44398, 5.28200, -0.51443], [0.97819, 5.89686, -0.34533], [-4.56318, 0.74870, 6.54117], [-4.18503, -0.51773, 5.79002], [-3.05446, -0.30961, 4.88386], [-3.32106, 0.08406, 3.61156], [-2.40989, 0.47404, 2.68733], [-3.00513, 0.81940, 1.33400], [-4.14634, 1.24985, 1.31704], [-2.33793, 0.57084, 0.25194], [-1.02084, 0.56208, 3.07608], [-0.11132, 0.99284, 2.37184], [-0.73285, 0.08694, 4.44942], [0.58935, 0.06037, 4.87875], [0.90163, -0.33214, 6.14810], [2.20326, -0.31833, 6.52886], [-0.08711, -0.72547, 7.05856], [-1.40189, -0.71292, 6.62659], [-1.74479, -0.30990, 5.32909], [0.18688, -1.17652, 8.38207], [-0.54509, -0.55957, 9.47951], [-0.90680, -1.66594, 10.48034], [0.10515, -2.76719, 10.30793], [1.48024, -2.18352, 10.16699], [1.55112, -1.48951, 8.79499], [-5.43337, 0.57193, 7.17367], [-4.80925, 1.54458, 5.83795], [-3.74075, 1.09887, 7.16801], [-5.01654, -0.86327, 5.17879], [-3.94765, -1.33102, 6.47442], [-4.36472, 0.06701, 3.32393], [1.36570, 0.37456, 4.19273], [-2.16809, -1.06119, 7.30452], [-1.45133, -0.08104, 9.12228], [0.06005, 0.21609, 9.96566], [-1.88680, -2.09766, 10.28704], [-0.86452, -1.32372, 11.51234], [-0.11387, -3.23434, 9.42435], [0.04975, -3.44752, 11.06378], [2.21392, -2.98033, 10.25726], [1.61480, -1.49214, 10.99614], [1.99920, -2.15693, 8.06237], [2.19321, -0.60933, 8.88368], [3.17660, -6.08005, 1.27593], [2.24405, -5.16090, 1.02957], [1.76297, -4.36754, 2.05565], [2.23888, -4.52876, 3.29751], [0.79658, -3.41577, 1.78747], [0.38598, -2.66854, 2.82245], [0.26744, -3.22370, 0.51653], [-1.22363, -2.06081, 0.22236], [0.78902, -4.02260, -0.49439], [0.37287, -3.88963, -1.75274], [1.75641, -4.98709, -0.25219], [2.22535, -5.74507, -1.24326]], "forces_ev_per_angstrom": [[-0.660, -0.219, -1.172], [-0.021, 0.008, 0.011], [0.007, -0.025, -0.023], [0.039, 0.025, 0.007], [-0.022, -0.008, 0.003], [-0.008, 0.029, 0.005], [-0.088, -0.064, 0.003], [0.062, 0.007, 0.007], [-0.042, -0.020, -0.001], [0.082, 0.065, -0.041], [-0.017, -0.071, 0.022], [-0.178, 0.141, 0.004], [0.106, -0.180, 0.037], [-0.058, -0.030, 0.018], [0.091, 0.134, 0.000], [0.064, 0.006, -0.016], [-0.035, -0.014, -0.062], [0.060, 0.036, -0.192], [0.194, 0.032, 0.326], [-0.127, -0.001, -0.021], [0.059, -0.244, -0.165], [0.356, 0.075, 0.860], [-0.054, -0.025, -0.169], [-0.007, -0.018, -0.126], [0.011, 0.027, -0.011], [0.108, 0.100, -0.082], [0.002, 0.005, 0.002], [0.001, 0.001, -0.004], [0.001, -0.003, 0.001], [0.004, -0.002, 0.006], [0.006, 0.001, 0.001], [0.003, 0.005, 0.000], [0.001, -0.003, 0.005], [0.004, 0.006, 0.006], [-0.003, 0.000, 0.015], [-0.004, -0.006, -0.022], [0.123, 0.131, 0.049], [-0.021, -0.020, 0.186], [0.005, -0.002, -0.032], [-0.006, -0.002, -0.026], [0.028, 0.030, 0.004], [0.026, -0.044, -0.039], [0.031, 0.072, 0.073], [-0.017, -0.076, -0.059], [0.084, -0.020, 0.087], [0.001, -0.209, -0.145], [0.020, 0.077, 0.015], [-0.245, 0.278, 0.164], [-0.107, -0.156, -0.083], [0.173, 0.273, 0.354], [-0.027, 0.103, -0.079], [0.036, 0.007, -0.051], [-0.027, -0.002, 0.070], [-0.004, 0.030, 0.017], [0.080, -0.077, -0.044], [-0.048, -0.048, -0.041], [-0.069, 0.003, 0.071], [-0.021, 0.055, 0.050], [0.088, 0.041, -0.021], [-0.059, 0.041, 0.009], [0.013, 0.081, -0.038], [0.048, -0.022, -0.016], [-0.049, -0.048, -0.060], [0.015, -0.006, 0.008], [-0.010, -0.005, 0.009], [-0.008, -0.004, 0.001], [-0.010, 0.003, 0.002], [-0.034, -0.048, -0.033], [-0.006, 0.046, 0.025], [-0.016, -0.004, 0.001], [0.005, 0.017, 0.005], [0.005, -0.003, -0.017], [-0.017, 0.007, 0.016], [0.009, -0.020, -0.020], [0.034, -0.045, 0.018], [-0.016, -0.048, 0.019], [0.005, 0.012, 0.021], [-0.014, -0.020, -0.005], [-0.036, -0.003, 0.017], [0.002, 0.004, -0.015], [0.003, 0.005, 0.028], [-0.013, 0.014, -0.002], [0.049, -0.037, 0.013], [0.018, 0.065, -0.001], [-0.003, 0.012, -0.015], [0.052, -0.013, 0.075], [-0.047, -0.015, -0.030], [-0.232, -0.119, 0.150], [0.295, 0.011, 0.094], [-0.002, -0.137, -0.002], [-0.042, 0.006, 0.026], [0.020, 0.042, -0.041], [-0.002, 0.019, 0.009]], "homo_lumo_gap_ev": 5.81, "homo_energy_ev": -8.92, "total_charge": 1, "total_energy_ev": -147820.54604}